(1)
2 unconnected molecules or ions with the total composition C4H9Cl2O3P at a distorted geometry. Source: the OMol25 dataset; level of theory: ωB97M-V/def2-TZVPD.

Geometry as XYZ:
```
19
C4H9Cl2O3P | the OMol25 dataset | ωB97M-V/def2-TZVPD
C 1.580 -3.053 -1.732
C -1.895 0.884 -0.938
C -0.354 2.152 2.815
C 1.940 -1.738 -2.171
O 0.181 -0.938 0.645
O -0.631 1.321 -0.495
O -0.687 0.954 2.003
P 0.108 0.497 0.741
Cl 1.869 1.512 0.804
Cl 0.600 -0.783 -2.366
H 0.534 -3.242 -1.677
H 2.043 -3.218 -0.812
H 2.107 -3.830 -2.345
H -2.674 1.531 -0.484
H -2.169 -0.191 -0.618
H -1.819 0.864 -2.138
H 0.756 2.223 2.705
H -0.751 1.968 3.767
H -0.739 3.087 2.296
```

The total energy is -44768.5994 eV. The value obtained for the energy above the lowest of the compared OMol25 structures with the same formula, charge and spin is 2.086 eV. As for the frontier orbital gap: 8.502 eV. The highest occupied orbital energy is -8.289 eV.

These are the Mulliken partial charges, in e, on atoms 1 to 8: atom 1 (C): -0.75, atom 2 (C): -0.62, atom 3 (C): -0.59, atom 4 (C): -0.13, atom 5 (O): -0.52, atom 6 (O): -0.26, atom 7 (O): -0.32, atom 8 (P): 0.99

---

(2)
C4H9ClN2O in the gas phase at a distorted geometry. Source: the OMol25 dataset; level of theory: ωB97M-V/def2-TZVPD.

Geometry as XYZ:
```
17
C4H9ClN2O | the OMol25 dataset | ωB97M-V/def2-TZVPD
C 1.468 -0.622 1.635
C 0.445 0.413 -0.595
C 0.724 1.146 -1.949
C -2.692 -0.594 0.430
H 1.146 0.060 2.619
H 2.642 -0.860 1.711
H 0.658 -1.644 1.697
H 2.364 0.285 -0.084
H 1.150 2.187 -1.667
H -0.336 1.213 -2.344
H -2.704 -1.289 -0.438
H -2.829 -1.004 1.353
H -3.304 0.213 0.217
N 1.486 0.219 0.309
N -0.769 0.096 -0.573
O -1.335 -0.243 0.651
Cl 1.885 0.425 -2.972
```

The total energy is -21839.9955 eV. The value obtained for the energy above the lowest of the compared OMol25 structures with the same formula, charge and spin is 4.225 eV. As for the frontier orbital gap: 9.223 eV. The highest occupied orbital energy is -8.354 eV. Its SMILES is CN/C(CCl)=N\OC.

These are the Mulliken partial charges, in e, on atoms 1 to 8: atom 1 (C): -0.61, atom 2 (C): 0.42, atom 3 (C): -0.45, atom 4 (C): -0.54, atom 5 (H): 0.20, atom 6 (H): 0.27, atom 7 (H): 0.20, atom 8 (H): 0.28

---

(3)
C4H9ClN2S in the gas phase at a distorted geometry. Source: the OMol25 dataset; level of theory: ωB97M-V/def2-TZVPD.

Geometry as XYZ:
```
17
C4H9ClN2S | the OMol25 dataset | ωB97M-V/def2-TZVPD
C 1.428 -0.965 0.375
C -0.681 -1.084 1.496
C 0.027 1.677 0.091
C -0.585 0.155 -1.827
N 0.040 -0.788 0.251
N -0.416 0.361 -0.389
S 2.221 -2.102 1.220
Cl 2.380 0.004 -0.621
H -0.124 -1.818 2.037
H -0.857 -0.251 2.020
H -1.521 -1.570 1.046
H -0.383 1.745 1.041
H 1.094 1.872 0.161
H -0.680 2.391 -0.297
H -0.932 1.081 -2.231
H 0.350 -0.158 -2.317
H -1.361 -0.551 -2.056
```

The total energy is -30629.2656 eV. The value obtained for the energy above the lowest of the compared OMol25 structures with the same formula, charge and spin is 1.885 eV. As for the frontier orbital gap: 8.828 eV. The highest occupied orbital energy is -8.559 eV. Its SMILES is CN(C)N(C)C(=S)Cl.

These are the Mulliken partial charges, in e, on atoms 1 to 8: atom 1 (C): 0.37, atom 2 (C): -0.93, atom 3 (C): -1.00, atom 4 (C): -0.78, atom 5 (N): 0.09, atom 6 (N): -0.26, atom 7 (S): -0.34, atom 8 (Cl): -0.15

---

(4)
A gas-phase ion, C4H9ClN4 (charge +2) at a distorted geometry. Source: the OMol25 dataset; level of theory: ωB97M-V/def2-TZVPD.

Geometry as XYZ:
```
18
C4H9ClN4 | the OMol25 dataset | ωB97M-V/def2-TZVPD
C 1.195 0.039 0.243
C 1.635 -2.230 1.081
C -0.547 -1.509 0.878
C -0.086 -0.578 -0.263
N 0.369 -2.470 1.267
N 2.067 -0.858 0.669
N 1.460 1.306 0.107
N -1.120 0.366 -0.682
Cl 2.865 -3.163 1.656
H -0.938 -0.855 1.625
H -1.378 -2.036 0.679
H 0.002 -1.172 -1.121
H 3.003 -0.685 1.092
H 0.651 1.819 -0.193
H 2.301 1.666 0.553
H -2.029 -0.043 -0.812
H -1.107 0.868 -1.556
H -1.413 0.963 0.034
```

The total energy is -22757.8521 eV. The value obtained for the energy above the lowest of the compared OMol25 structures with the same formula, charge and spin is 1.083 eV. As for the total charge: +2. As for the frontier orbital gap: 9.562 eV. The highest occupied orbital energy is -18.098 eV. Its SMILES is [NH2+]=C1NC(Cl)=NC[C@H]1[NH3+].

These are the Mulliken partial charges, in e, on atoms 1 to 8: atom 1 (C): 0.45, atom 2 (C): 0.36, atom 3 (C): -0.85, atom 4 (C): -0.01, atom 5 (N): -0.33, atom 6 (N): -0.24, atom 7 (N): -0.25, atom 8 (N): -0.44

---

(5)
2 unconnected molecules or ions with the total composition C4H9ClNO3P at a distorted geometry. Source: the OMol25 dataset; level of theory: ωB97M-V/def2-TZVPD.

Geometry as XYZ:
```
19
C4H9ClNO3P | the OMol25 dataset | ωB97M-V/def2-TZVPD
C 0.643 1.374 -1.538
C 0.428 -0.876 1.598
C -1.087 -0.693 -0.405
C 0.906 0.723 -0.210
N 0.127 -0.192 0.290
O 2.850 -1.036 -0.338
O 3.248 0.600 1.620
O 3.416 1.452 -0.700
P 2.856 0.387 0.184
Cl -1.452 2.508 0.592
H 1.593 1.931 -1.771
H -0.232 1.957 -1.593
H 0.650 0.473 -2.419
H 1.406 -0.571 2.030
H -0.331 -0.805 2.303
H 0.644 -1.975 1.587
H -1.506 -1.328 0.329
H -1.684 0.134 -0.651
H -1.043 -1.400 -1.244
```

The total energy is -33738.9095 eV. The value obtained for the energy above the lowest of the compared OMol25 structures with the same formula, charge and spin is 0.996 eV. As for the total charge: -2. As for the frontier orbital gap: 6.583 eV. The highest occupied orbital energy is -0.543 eV.

These are the Mulliken partial charges, in e, on atoms 1 to 8: atom 1 (C): -1.17, atom 2 (C): -1.06, atom 3 (C): -1.10, atom 4 (C): 0.48, atom 5 (N): 0.23, atom 6 (O): -0.74, atom 7 (O): -0.79, atom 8 (O): -0.82

---

(6)
3 unconnected molecules or ions with the total composition C4H9ClO at a distorted geometry. Source: the OMol25 dataset; level of theory: ωB97M-V/def2-TZVPD.

Geometry as XYZ:
```
15
C4H9ClO | the OMol25 dataset | ωB97M-V/def2-TZVPD
C 0.718 -1.040 1.236
C 1.050 -1.195 -1.250
C -1.842 1.714 -0.028
C 1.441 -0.743 0.181
O -0.621 1.106 0.367
Cl 2.581 0.558 0.281
H 0.979 -0.525 2.094
H -0.805 -0.161 1.077
H -0.117 -1.723 1.118
H 1.883 -1.206 -1.945
H 0.417 -0.406 -1.575
H 0.529 -2.118 -1.138
H -1.559 2.080 -0.997
H -1.873 2.554 0.548
H -2.779 1.103 0.031
```

The total energy is -18859.5127 eV. The value obtained for the energy above the lowest of the compared OMol25 structures with the same formula, charge and spin is 4.472 eV. As for the frontier orbital gap: 9.313 eV. The highest occupied orbital energy is -9.229 eV.

These are the Mulliken partial charges, in e, on atoms 1 to 8: atom 1 (C): -1.33, atom 2 (C): -1.09, atom 3 (C): -0.62, atom 4 (C): 0.81, atom 5 (O): -0.48, atom 6 (Cl): -0.18, atom 7 (H): 0.46, atom 8 (H): 0.30

---

(7)
C4H9ClS2 in the gas phase at a distorted geometry. Source: the OMol25 dataset; level of theory: ωB97M-V/def2-TZVPD.

Geometry as XYZ:
```
16
C4H9ClS2 | the OMol25 dataset | ωB97M-V/def2-TZVPD
C 1.483 -0.702 -0.057
C 0.043 -1.063 -0.196
C -0.378 1.416 0.761
C -0.860 0.246 -0.233
S -2.534 -0.265 0.103
S -0.827 1.062 -2.016
Cl -0.116 0.881 2.562
H 1.604 -0.153 0.907
H 2.062 -1.631 0.175
H 1.957 -0.239 -0.971
H 0.005 -1.461 -1.214
H -0.088 -1.891 0.579
H 0.697 1.704 0.505
H -1.208 2.167 0.743
H -2.257 -1.593 0.140
H 0.418 1.522 -1.789
```

The total energy is -38485.8648 eV. The value obtained for the energy above the lowest of the compared OMol25 structures with the same formula, charge and spin is 1.001 eV. As for the frontier orbital gap: 10.003 eV. The highest occupied orbital energy is -9.433 eV. Its SMILES is CCC(S)(S)CCl.

These are the Mulliken partial charges, in e, on atoms 1 to 8: atom 1 (C): -1.22, atom 2 (C): -0.64, atom 3 (C): -0.79, atom 4 (C): 0.35, atom 5 (S): -0.20, atom 6 (S): -0.10, atom 7 (Cl): -0.20, atom 8 (H): 0.29

---

(8)
2 unconnected molecules or ions with the total composition C4H9ClS2 at a distorted geometry. Source: the OMol25 dataset; level of theory: ωB97M-V/def2-TZVPD.

Geometry as XYZ:
```
16
C4H9ClS2 | the OMol25 dataset | ωB97M-V/def2-TZVPD
C -0.334 -0.275 -1.835
C -0.639 -1.156 -0.672
C 1.909 1.118 0.940
C -0.637 -0.477 0.661
S -0.292 -1.393 2.128
S -1.764 0.811 0.938
Cl 1.033 2.430 1.485
H 0.764 -0.029 -2.102
H -0.635 -0.864 -2.758
H -0.923 0.628 -1.761
H -1.689 -1.460 -0.780
H 0.151 -2.023 -0.664
H 2.442 0.617 1.860
H 2.509 1.085 0.065
H -0.238 -0.343 2.905
H -1.655 1.332 -0.409
```

The total energy is -38482.7210 eV. The value obtained for the energy above the lowest of the compared OMol25 structures with the same formula, charge and spin is 4.145 eV. As for the frontier orbital gap (alpha / beta): 8.363 / 7.095 eV. The highest occupied orbital energy (alpha / beta) is -8.145 / -6.931 eV.

These are the Mulliken partial charges, in e, on atoms 1 to 8: atom 1 (C): -0.97, atom 2 (C): -0.53, atom 3 (C): -0.49, atom 4 (C): 0.25, atom 5 (S): -0.21, atom 6 (S): -0.14, atom 7 (Cl): -0.09, atom 8 (H): 0.21

---

(9)
A molecular structure, C4H9CuO3 at a distorted geometry. Source: the OMol25 dataset; level of theory: ωB97M-V/def2-TZVPD.

Geometry as XYZ:
```
17
C4H9CuO3 | the OMol25 dataset | ωB97M-V/def2-TZVPD
O 1.659 0.169 0.136
C 0.252 0.460 -0.010
C -0.556 -0.790 0.267
C -2.007 -0.656 -0.202
C -2.838 0.293 0.618
O -3.572 1.133 0.152
H 1.846 -0.214 1.009
H 0.080 0.826 -1.031
H 0.006 1.259 0.701
H -0.525 -1.018 1.343
H -0.115 -1.646 -0.267
H -2.073 -0.374 -1.262
H -2.766 0.162 1.723
H -2.494 -1.640 -0.093
Cu 3.001 0.624 -0.912
O 4.671 0.580 -1.349
H 5.429 0.832 -0.822
```

The total energy is -55066.4804 eV. The value obtained for the energy above the lowest of the compared OMol25 structures with the same formula, charge and spin is 0.000 eV. As for the total charge: +1. The spin multiplicity is 2. As for the frontier orbital gap (alpha / beta): 8.558 / 5.301 eV. The highest occupied orbital energy (alpha / beta) is -12.956 / -12.956 eV.

These are the Mulliken partial charges, in e, on atoms 1 to 8: atom 1 (O): -0.41, atom 2 (C): -0.29, atom 3 (C): -0.70, atom 4 (C): -0.49, atom 5 (C): -0.08, atom 6 (O): -0.44, atom 7 (H): 0.27, atom 8 (H): 0.34

---

(10)
2 unconnected molecules or ions with the total composition C4H9F at a distorted geometry. Source: the OMol25 dataset; level of theory: ωB97M-V/def2-TZVPD.

Geometry as XYZ:
```
14
C4H9F | the OMol25 dataset | ωB97M-V/def2-TZVPD
C 1.100 0.832 -1.010
C -1.438 0.343 -0.041
C 0.522 -0.870 1.201
C -0.165 -0.487 -0.063
F -0.281 -1.452 -0.911
H 2.100 0.734 -0.438
H 0.460 1.668 -0.921
H 1.236 0.590 -2.030
H -1.521 0.926 -0.943
H -1.619 0.899 0.871
H -2.382 -0.314 -0.076
H -0.181 -1.668 1.634
H 1.593 -1.178 0.948
H 0.576 -0.024 1.778
```

The total energy is -7004.8707 eV. The value obtained for the energy above the lowest of the compared OMol25 structures with the same formula, charge and spin is 2.764 eV. The spin multiplicity is 3. As for the frontier orbital gap (alpha / beta): 5.592 / 10.359 eV. The highest occupied orbital energy (alpha / beta) is -4.558 / -11.769 eV.

These are the Mulliken partial charges, in e, on atoms 1 to 8: atom 1 (C): -1.17, atom 2 (C): -1.41, atom 3 (C): -1.27, atom 4 (C): 0.98, atom 5 (F): -0.31, atom 6 (H): 0.32, atom 7 (H): 0.38, atom 8 (H): 0.37

---

(11)
2 unconnected molecules or ions with the total composition C4H9F2N at a distorted geometry. Source: the OMol25 dataset; level of theory: ωB97M-V/def2-TZVPD.

Geometry as XYZ:
```
16
C4H9F2N | the OMol25 dataset | ωB97M-V/def2-TZVPD
C 1.455 1.260 -0.715
C -0.420 -1.867 0.553
C -1.230 0.563 0.133
C 1.081 -0.111 -0.358
N -0.161 -0.517 -0.043
F 1.871 -1.148 -0.719
F 2.131 -0.001 1.457
H 1.173 1.543 -1.844
H 1.054 2.088 -0.003
H 2.494 1.272 -0.679
H -1.423 -1.888 1.235
H -0.470 -2.674 -0.196
H 0.274 -2.203 1.313
H -2.057 -0.062 -0.082
H -1.152 0.914 1.146
H -0.964 1.322 -0.638
```

The total energy is -11216.7282 eV. The value obtained for the energy above the lowest of the compared OMol25 structures with the same formula, charge and spin is 2.134 eV. As for the frontier orbital gap: 10.099 eV. The highest occupied orbital energy is -9.454 eV.

These are the Mulliken partial charges, in e, on atoms 1 to 8: atom 1 (C): -1.37, atom 2 (C): -0.89, atom 3 (C): -1.13, atom 4 (C): 1.09, atom 5 (N): 0.10, atom 6 (F): -0.23, atom 7 (F): -0.71, atom 8 (H): 0.34

---

(12)
A molecular structure, C4H9F2NOS at a distorted geometry. Source: the OMol25 dataset; level of theory: ωB97M-V/def2-TZVPD.

Geometry as XYZ:
```
18
C4H9F2NOS | the OMol25 dataset | ωB97M-V/def2-TZVPD
C -0.427 -1.550 -1.277
C -2.436 -0.619 0.079
C -0.886 -1.020 0.097
C 2.645 2.472 -0.005
N -0.022 0.065 0.570
O -0.014 -0.678 2.951
F 2.378 3.432 -0.767
F 3.166 1.332 -0.635
S 0.515 0.268 1.934
H -1.299 -1.736 -1.951
H 0.364 -1.009 -1.850
H 0.146 -2.561 -1.190
H -3.040 -1.575 0.100
H -2.641 -0.054 -0.830
H -2.599 0.018 0.958
H -0.788 -1.888 0.787
H 1.456 2.084 0.471
H 3.481 3.018 0.557
```

The total energy is -24098.8278 eV. As for the frontier orbital gap: 10.168 eV. The highest occupied orbital energy is -10.630 eV.

These are the Mulliken partial charges, in e, on atoms 1 to 8: atom 1 (C): -1.19, atom 2 (C): -1.26, atom 3 (C): 0.51, atom 4 (C): 0.35, atom 5 (N): -0.22, atom 6 (O): -0.51, atom 7 (F): -0.21, atom 8 (F): -0.22

---

(13)
C4H9F2OP in the gas phase at a distorted geometry. Source: the OMol25 dataset; level of theory: ωB97M-V/def2-TZVPD.

Geometry as XYZ:
```
17
C4H9F2OP | the OMol25 dataset | ωB97M-V/def2-TZVPD
C -0.148 0.688 1.389
C -0.409 0.841 -1.331
C -0.566 -1.274 0.221
C 0.058 0.123 -0.064
O -0.524 -2.145 -0.885
F 2.257 -0.333 1.241
F 2.351 1.479 -0.222
P 1.922 -0.112 -0.356
H 0.035 1.837 1.317
H -1.122 0.553 1.678
H 0.472 0.279 2.067
H -1.439 0.969 -1.195
H -0.293 0.181 -2.119
H 0.052 1.860 -1.345
H -1.003 -1.769 -1.694
H 0.020 -1.916 0.866
H -1.662 -1.262 0.431
```

The total energy is -21065.4347 eV. The value obtained for the energy above the lowest of the compared OMol25 structures with the same formula, charge and spin is 3.005 eV. As for the frontier orbital gap: 10.357 eV. The highest occupied orbital energy is -9.669 eV. Its SMILES is CC(C)(CO)P(F)F.

These are the Mulliken partial charges, in e, on atoms 1 to 8: atom 1 (C): -1.63, atom 2 (C): -1.86, atom 3 (C): -0.94, atom 4 (C): 1.54, atom 5 (O): -0.54, atom 6 (F): -0.30, atom 7 (F): -0.30, atom 8 (P): 0.27

---

(14)
2 unconnected molecules or ions with the total composition C4H9FN at a distorted geometry. Source: the OMol25 dataset; level of theory: ωB97M-V/def2-TZVPD.

Geometry as XYZ:
```
15
C4H9FN | the OMol25 dataset | ωB97M-V/def2-TZVPD
C -0.455 -0.994 0.250
C -2.655 0.063 0.835
C 1.846 -1.191 -0.594
C 0.552 0.764 -0.977
N 0.566 -0.536 -0.365
F -0.592 -2.216 0.772
H -3.154 -0.680 0.163
H -2.888 0.075 1.913
H -2.292 1.019 0.398
H 1.940 -2.283 -0.230
H 2.538 -0.517 -0.171
H 2.171 -1.378 -1.629
H -0.364 1.319 -0.633
H 0.479 0.606 -1.993
H 1.341 1.391 -0.868
```

The total energy is -8490.0804 eV. The value obtained for the energy above the lowest of the compared OMol25 structures with the same formula, charge and spin is 4.677 eV. As for the total charge: +1. As for the frontier orbital gap (alpha / beta): 9.383 / 9.381 eV. The highest occupied orbital energy (alpha / beta) is -15.111 / -15.110 eV.

These are the Mulliken partial charges, in e, on atoms 1 to 8: atom 1 (C): 0.32, atom 2 (C): -0.45, atom 3 (C): -0.81, atom 4 (C): -0.86, atom 5 (N): 0.10, atom 6 (F): -0.17, atom 7 (H): 0.33, atom 8 (H): 0.30